[1]
Below is a structure of composition C27H37F4N4PtSe, with properties calculated with the ωB97M-V functional and the def2-TZVPD basis.

Calculated values
Highest occupied orbital energy   -11.007 eV
LUMO level   -3.82 eV
E   -114017.854 eV
F_max   0.6 eV/Å
Energy above the lowest of the compared OMol25 structures with the same formula, charge and spin   0.0 kJ/mol

```
! wB97M-V def2-TZVPD RIJCOSX def2/J DEFGRID3
* xyz 1 1
Pt 1.144 0.903 0.751
C -0.586 -0.690 -1.611
C 0.071 0.596 -2.077
N 0.212 1.628 -1.012
C 1.079 2.749 -1.489
C 2.525 2.358 -1.743
C -1.127 2.190 -0.648
C -1.144 2.461 0.845
N -0.657 1.217 1.429
C -1.006 0.846 2.719
C -1.214 -0.513 2.992
F -1.004 -1.414 2.023
C -1.657 -0.940 4.226
F -1.872 -2.247 4.418
C -1.906 -0.042 5.248
C -1.688 1.297 5.000
F -1.888 2.195 5.967
C -1.234 1.737 3.768
F -1.001 3.042 3.587
H -0.628 -1.385 -2.449
H -1.603 -0.544 -1.251
H -0.012 -1.150 -0.807
H -0.488 1.049 -2.903
H 1.070 0.371 -2.444
H 1.037 3.519 -0.718
H 0.633 3.165 -2.398
H 2.974 1.841 -0.887
H 3.106 3.266 -1.899
H 2.648 1.735 -2.626
H -1.885 1.443 -0.868
H -1.324 3.077 -1.251
H -2.163 2.657 1.187
H -0.537 3.334 1.101
H -2.266 -0.381 6.209
C 4.892 -1.334 5.367
C 4.717 0.102 5.856
C 3.431 0.355 6.645
C 2.171 0.556 5.811
N 1.784 -0.621 5.031
C 1.886 -0.788 3.703
Se 2.664 0.502 2.564
N 1.439 -2.010 3.379
C 1.336 -2.599 2.043
C 2.401 -3.660 1.796
C 3.803 -3.093 1.586
C 3.970 -2.401 0.239
C 1.031 -2.658 4.540
C 0.456 -3.909 4.745
C 0.135 -4.234 6.046
C 0.366 -3.345 7.107
C 0.927 -2.102 6.901
C 1.256 -1.778 5.588
H 5.889 -1.482 4.952
H 4.179 -1.606 4.586
H 4.767 -2.043 6.189
H 4.774 0.800 5.015
H 5.559 0.344 6.508
H 3.538 1.268 7.235
H 3.279 -0.456 7.364
H 2.300 1.374 5.105
H 1.323 0.797 6.454
H 1.404 -1.780 1.329
H 0.332 -3.018 1.969
H 2.100 -4.225 0.909
H 2.397 -4.368 2.628
H 4.524 -3.908 1.665
H 4.046 -2.397 2.396
H 3.789 -3.100 -0.580
H 4.979 -2.005 0.124
H 3.279 -1.562 0.127
H 0.265 -4.591 3.929
H -0.311 -5.197 6.255
H 0.095 -3.643 8.111
H 1.095 -1.415 7.719
*
```

Partial atomic charges computed with the Mulliken method, in multiples of e: number 1, Pt, carries 0.751; number 2, C, carries -1.040; number 3, C, carries -0.485; number 4, N, carries 0.571; number 5, C, carries -0.549; number 6, C, carries -1.213; number 7, C, carries -0.868; number 8, C, carries -0.778; number 9, N, carries 0.227; number 10, C, carries -1.697; number 11, C, carries 1.190; number 12, F, carries -0.499; number 13, C, carries 0.502; number 14, F, carries -0.405; number 15, C, carries -0.410; number 16, C, carries 0.037; number 17, F, carries -0.369; number 18, C, carries 1.056; number 19, F, carries -0.345; number 20, H, carries 0.497; number 21, H, carries 0.325; number 22, H, carries 0.009; number 23, H, carries 0.385; number 24, H, carries 0.291; number 25, H, carries 0.363; number 26, H, carries 0.433; number 27, H, carries 0.180; number 28, H, carries 0.406; number 29, H, carries 0.375; number 30, H, carries 0.339; number 31, H, carries 0.370; number 32, H, carries 0.523; number 33, H, carries 0.303; number 34, H, carries 0.539; number 35, C, carries -0.714; number 36, C, carries -0.519; number 37, C, carries -0.634; number 38, C, carries -1.389; number 39, N, carries 2.221; number 40, C, carries -1.668; number 41, Se, carries -0.302; number 42, N, carries 1.821; number 43, C, carries -0.893; number 44, C, carries -0.888; number 45, C, carries 0.237; number 46, C, carries -1.100; number 47, C, carries 0.784; number 48, C, carries -1.059; number 49, C, carries -0.913; number 50, C, carries -0.917; number 51, C, carries -1.398; number 52, C, carries 0.379; number 53, H, carries 0.404; number 54, H, carries -0.124; number 55, H, carries 0.319; number 56, H, carries 0.233; number 57, H, carries 0.410; number 58, H, carries 0.470; number 59, H, carries 0.311; number 60, H, carries 0.650; number 61, H, carries 0.430; number 62, H, carries -0.480; number 63, H, carries 0.528; number 64, H, carries 0.551; number 65, H, carries 0.398; number 66, H, carries 0.434; number 67, H, carries -0.290; number 68, H, carries 0.358; number 69, H, carries 0.399; number 70, H, carries -0.029; number 71, H, carries 0.527; number 72, H, carries 0.453; number 73, H, carries 0.479; number 74, H, carries 0.503

[2]
Below is the molecule C27H37N3O4S, with properties calculated with the ωB97M-V functional and the def2-TZVPD basis.

Calculated values
Highest occupied orbital energy   -7.841 eV
LUMO level   0.54 eV
E   -52096.316 eV
F_max   0.7 eV/Å
SMILES   COc1ccc([C@H](CNC(=O)[C@@H](CCSC)NC(=O)c2ccccc2OC)N2CCCCC2)cc1
Energy above the lowest of the compared OMol25 structures with the same formula, charge and spin   0.0 kJ/mol

```
! wB97M-V def2-TZVPD RIJCOSX def2/J DEFGRID3
* xyz 0 1
C 1.325 4.131 1.434
O 0.767 2.907 1.846
C 1.075 1.784 1.123
C 1.677 1.791 -0.127
C 1.962 0.592 -0.757
C 1.691 -0.632 -0.160
C 2.140 -1.903 -0.855
C 1.130 -3.060 -0.700
N -0.214 -2.634 -1.001
C -1.196 -2.667 -0.087
O -1.113 -3.193 1.004
C -2.465 -1.935 -0.571
C -3.674 -2.301 0.283
C -4.946 -1.669 -0.256
S -6.342 -1.990 0.880
C -7.658 -1.209 -0.097
N -2.229 -0.505 -0.500
C -1.561 0.175 -1.447
O -1.100 -0.385 -2.439
C -1.445 1.650 -1.275
C -0.897 2.331 -2.359
C -0.738 3.702 -2.360
C -1.139 4.422 -1.250
C -1.676 3.772 -0.152
C -1.832 2.390 -0.141
O -2.359 1.726 0.928
C -2.541 2.411 2.150
N 3.455 -2.398 -0.477
C 4.600 -1.905 -1.210
C 5.230 -0.635 -0.624
C 5.611 -0.886 0.832
C 4.371 -1.331 1.602
C 3.753 -2.564 0.930
C 1.049 -0.625 1.075
C 0.738 0.563 1.704
H 2.415 4.064 1.357
H 0.912 4.463 0.476
H 1.063 4.851 2.208
H 1.919 2.717 -0.625
H 2.411 0.618 -1.740
H 2.196 -1.678 -1.927
H 1.122 -3.456 0.316
H 1.430 -3.866 -1.377
H -0.351 -2.055 -1.826
H -2.638 -2.190 -1.624
H -3.776 -3.386 0.305
H -3.496 -1.972 1.309
H -4.838 -0.587 -0.346
H -5.208 -2.088 -1.229
H -8.575 -1.308 0.473
H -7.756 -1.721 -1.051
H -7.424 -0.159 -0.250
H -2.464 -0.041 0.364
H -0.598 1.737 -3.210
H -0.312 4.202 -3.215
H -1.036 5.498 -1.229
H -1.972 4.356 0.704
H -2.854 1.649 2.863
H -1.606 2.865 2.487
H -3.324 3.171 2.072
H 4.310 -1.740 -2.250
H 5.355 -2.702 -1.194
H 4.517 0.189 -0.672
H 6.110 -0.364 -1.210
H 6.031 0.018 1.278
H 6.371 -1.670 0.878
H 3.645 -0.517 1.621
H 4.631 -1.579 2.632
H 2.845 -2.855 1.457
H 4.466 -3.395 1.007
H 0.784 -1.550 1.562
H 0.246 0.565 2.664
*
```

Partial atomic charges computed with the Mulliken method, in multiples of e: number 1, C, carries -0.890; number 2, O, carries -0.423; number 3, C, carries 0.528; number 4, C, carries -0.592; number 5, C, carries -0.936; number 6, C, carries 1.563; number 7, C, carries -1.307; number 8, C, carries -1.763; number 9, N, carries -0.010; number 10, C, carries 0.108; number 11, O, carries -0.720; number 12, C, carries -0.304; number 13, C, carries -1.171; number 14, C, carries -0.488; number 15, S, carries -0.068; number 16, C, carries -0.798; number 17, N, carries 0.531; number 18, C, carries 0.319; number 19, O, carries -0.872; number 20, C, carries 0.297; number 21, C, carries -0.740; number 22, C, carries -0.913; number 23, C, carries -0.592; number 24, C, carries -0.499; number 25, C, carries 1.102; number 26, O, carries -0.522; number 27, C, carries -1.036; number 28, N, carries 0.330; number 29, C, carries -0.971; number 30, C, carries -0.148; number 31, C, carries -1.029; number 32, C, carries -0.014; number 33, C, carries -1.002; number 34, C, carries -0.115; number 35, C, carries -0.667; number 36, H, carries 0.368; number 37, H, carries 0.264; number 38, H, carries 0.256; number 39, H, carries 0.386; number 40, H, carries 0.542; number 41, H, carries 0.631; number 42, H, carries 0.505; number 43, H, carries 0.256; number 44, H, carries 0.345; number 45, H, carries 0.575; number 46, H, carries 0.557; number 47, H, carries 0.402; number 48, H, carries 0.246; number 49, H, carries 0.356; number 50, H, carries 0.335; number 51, H, carries 0.252; number 52, H, carries 0.252; number 53, H, carries 0.280; number 54, H, carries 0.503; number 55, H, carries 0.406; number 56, H, carries 0.442; number 57, H, carries 0.420; number 58, H, carries 0.315; number 59, H, carries 0.343; number 60, H, carries 0.351; number 61, H, carries 0.414; number 62, H, carries 0.461; number 63, H, carries -0.006; number 64, H, carries 0.421; number 65, H, carries 0.432; number 66, H, carries 0.360; number 67, H, carries -0.130; number 68, H, carries 0.438; number 69, H, carries 0.309; number 70, H, carries 0.535; number 71, H, carries 0.507; number 72, H, carries 0.479

[3]
Below is a structure of composition C27H38CeFN2O3P2S2 at a distorted geometry, with properties calculated with the ωB97M-V functional and the def2-TZVPD basis.

Calculated values
Highest occupied orbital energy   -3.857 eV
LUMO level   2.47 eV
E   -93637.629 eV
F_max   3.4 eV/Å
Energy above the lowest of the compared OMol25 structures with the same formula, charge and spin   0.0 kJ/mol

```
! wB97M-V def2-TZVPD RIJCOSX def2/J DEFGRID3
* xyz -1 1
Ce -0.441 1.001 0.400
C -4.457 2.354 -1.431
C -3.011 1.905 -1.536
O -2.401 1.788 -0.362
C -2.490 1.695 -2.800
C -1.092 1.523 -3.163
C -0.791 1.659 -4.686
N -0.215 1.195 -2.308
N 1.099 1.184 -2.817
C 1.939 1.075 -1.837
O 1.706 1.001 -0.586
C 3.376 1.114 -2.344
C 3.622 1.063 -3.731
C 4.923 1.212 -4.207
C 5.983 1.367 -3.340
C 5.795 1.412 -1.920
C 4.441 1.322 -1.471
H -5.082 2.171 -2.319
H -4.544 3.403 -1.260
H -4.892 1.923 -0.577
H -3.348 1.599 -3.448
H -1.727 2.012 -5.102
H -0.778 0.588 -4.977
H 0.071 2.142 -5.087
H 2.782 0.879 -4.426
H 5.078 1.200 -5.270
H 6.959 1.333 -3.770
H 6.573 1.468 -1.189
H 4.276 1.301 -0.387
S -1.061 1.982 2.975
C -2.063 0.891 3.822
C -2.746 1.335 4.963
C -3.570 0.485 5.702
C -3.629 -0.839 5.384
C -2.944 -1.325 4.224
C -2.298 -0.418 3.424
S -1.542 -1.066 1.959
H -2.771 2.415 5.198
H -4.180 0.920 6.504
H -4.274 -1.552 5.924
H -2.799 -2.371 3.965
C 3.131 1.213 2.724
P 1.677 0.095 2.588
C 1.079 -0.256 4.314
C 2.396 -1.588 2.286
C 2.709 -1.710 0.772
P 1.034 -1.733 -0.168
C 1.641 -2.191 -1.815
C 0.281 -3.287 0.345
H 3.768 0.854 1.980
H 3.513 1.380 3.707
H 2.862 2.156 2.467
H 1.903 -0.238 5.022
H 0.672 -1.219 4.283
H 0.330 0.421 4.694
H 1.650 -2.288 2.611
H 3.298 -1.576 2.894
H 3.308 -2.607 0.578
H 3.245 -0.796 0.428
H 2.188 -3.139 -1.746
H 2.319 -1.428 -2.155
H 0.827 -2.284 -2.565
H 1.022 -4.123 0.290
H -0.410 -3.510 -0.562
H -0.262 -3.314 1.306
F 0.557 2.811 0.634
C -3.147 -2.663 -2.016
C -2.849 -1.392 -1.208
C -3.991 -0.706 -0.545
O -1.719 -0.903 -1.205
H -3.124 -3.442 -1.260
H -2.386 -2.728 -2.806
H -4.178 -2.599 -2.417
H -4.774 -1.400 -0.336
H -4.305 -0.192 -1.465
H -3.744 0.036 0.251
*
```

Partial atomic charges computed with the Mulliken method, in multiples of e: number 1, Ce, carries 0.680; number 2, C, carries -1.471; number 3, C, carries 0.492; number 4, O, carries -0.634; number 5, C, carries -1.023; number 6, C, carries 0.911; number 7, C, carries -1.494; number 8, N, carries 0.753; number 9, N, carries -0.631; number 10, C, carries -0.206; number 11, O, carries -0.479; number 12, C, carries 0.452; number 13, C, carries -0.204; number 14, C, carries -0.722; number 15, C, carries -0.354; number 16, C, carries -0.970; number 17, C, carries 0.074; number 18, H, carries 0.379; number 19, H, carries 0.396; number 20, H, carries 0.470; number 21, H, carries 0.203; number 22, H, carries 0.439; number 23, H, carries 0.279; number 24, H, carries 0.313; number 25, H, carries 0.333; number 26, H, carries 0.394; number 27, H, carries 0.366; number 28, H, carries 0.447; number 29, H, carries 0.332; number 30, S, carries -0.503; number 31, C, carries 0.234; number 32, C, carries -0.565; number 33, C, carries -0.449; number 34, C, carries -0.592; number 35, C, carries -0.628; number 36, C, carries 0.300; number 37, S, carries -0.064; number 38, H, carries 0.323; number 39, H, carries 0.334; number 40, H, carries 0.282; number 41, H, carries 0.400; number 42, C, carries -1.869; number 43, P, carries 1.603; number 44, C, carries -1.414; number 45, C, carries -1.596; number 46, C, carries -0.389; number 47, P, carries 1.339; number 48, C, carries -1.323; number 49, C, carries -1.287; number 50, H, carries 0.503; number 51, H, carries 0.449; number 52, H, carries 0.445; number 53, H, carries 0.492; number 54, H, carries 0.351; number 55, H, carries 0.361; number 56, H, carries 0.469; number 57, H, carries 0.556; number 58, H, carries 0.660; number 59, H, carries -0.313; number 60, H, carries 0.477; number 61, H, carries 0.285; number 62, H, carries 0.217; number 63, H, carries 0.473; number 64, H, carries 0.205; number 65, H, carries 0.321; number 66, F, carries -0.586; number 67, C, carries -1.567; number 68, C, carries 0.713; number 69, C, carries -1.163; number 70, O, carries -0.061; number 71, H, carries 0.361; number 72, H, carries 0.287; number 73, H, carries 0.440; number 74, H, carries 0.534; number 75, H, carries 0.328; number 76, H, carries 0.103